Below is a structure of composition C32H30BrIrN8O2S3, with properties calculated with ωB97M-V/def2-TZVPD.

Structure (XYZ):
```
77
Properties=species:S:1:pos:R:3:forces:R:3
Ir 0.7384 0.0628 0.1937 2.74 2.05 -1.77
O 1.8807 0.4887 -3.9791 0.36 0.53 0.38
C 0.9582 -0.3194 -4.5238 -0.55 -0.67 -0.29
C 1.2550 -0.9287 -5.7470 0.05 0.30 0.30
C 0.3689 -1.8050 -6.3315 -0.17 -0.07 0.11
C -0.8374 -2.0871 -5.7079 -0.20 -0.03 -0.07
C -1.1629 -1.4569 -4.5205 0.29 -0.11 -0.06
C -0.2748 -0.5874 -3.9022 0.31 0.15 0.48
C -0.6356 0.1471 -2.6009 -1.77 0.40 -1.39
O 0.4192 0.6146 -1.9133 1.09 -0.69 2.90
N -1.5063 -0.6874 -1.7752 0.25 -0.94 -0.88
N -1.5793 -0.4882 -0.4696 0.11 0.41 1.34
C -2.6033 -0.9370 0.1757 0.33 0.21 -0.94
C -2.7792 -0.8579 1.5833 -0.23 -0.18 1.57
Br -1.2433 -0.2853 2.5866 -0.61 -0.12 0.13
C -3.8804 -1.2176 2.2835 1.19 0.40 -0.23
C -5.1789 -1.6230 1.7817 -0.69 -0.22 -0.21
C -5.8779 -2.5994 2.5066 0.25 0.14 -0.22
C -7.1446 -2.9866 2.1228 -0.11 0.00 -0.04
C -7.7622 -2.3746 1.0418 0.11 -0.03 -0.05
C -7.0876 -1.4021 0.3196 -0.14 -0.11 0.01
C -5.8037 -1.0340 0.6766 0.19 0.00 0.22
H 1.5166 0.7711 -3.0991 0.23 -0.18 -0.24
H 2.1879 -0.6746 -6.2229 0.19 0.00 -0.06
H 0.6087 -2.2703 -7.2740 0.06 -0.06 -0.11
H -1.5325 -2.7842 -6.1472 -0.08 -0.05 -0.11
H -2.1210 -1.6765 -4.0724 -0.12 -0.03 -0.01
H -1.2632 1.0225 -2.9259 0.32 -0.22 0.21
H -2.3157 -1.1000 -2.2348 0.19 0.21 0.30
H -3.4067 -1.4319 -0.3741 0.07 0.11 -0.01
H -3.7936 -1.2059 3.3635 0.07 -0.01 0.01
H -5.3968 -3.0690 3.3527 -0.01 0.00 0.12
H -7.6636 -3.7591 2.6676 -0.05 -0.06 0.11
H -8.7660 -2.6580 0.7672 -0.10 -0.02 -0.06
H -7.5784 -0.9205 -0.5119 -0.01 0.07 -0.10
H -5.3073 -0.2400 0.1375 0.04 0.09 -0.02
S 0.6867 2.7462 0.7167 -0.32 -1.94 -1.08
C 1.6024 2.1374 2.0004 0.29 0.00 0.45
N 1.7388 0.8316 2.1049 -1.78 -0.15 -1.48
C 2.5181 0.4511 3.1433 1.10 -0.20 1.37
C 2.8525 -0.8537 3.5130 -0.11 0.50 -0.17
C 3.6874 -1.0307 4.5937 0.12 0.05 0.13
C 4.2127 0.0566 5.2995 -0.01 -0.14 -0.03
C 3.8896 1.3538 4.9523 -0.09 -0.12 -0.02
C 3.0323 1.5450 3.8822 -0.22 -0.48 -0.31
S 2.4532 3.0511 3.2286 -0.27 -0.49 -0.50
H 2.4693 -1.6818 2.9372 -0.06 -0.14 -0.01
H 3.9457 -2.0304 4.9018 0.08 -0.14 0.04
H 4.8877 -0.1257 6.1216 0.01 0.01 0.09
H 4.2823 2.1992 5.4927 0.10 0.07 0.12
C 5.5141 -0.9994 -3.4317 0.30 0.06 -0.44
N 4.7809 -1.0006 -2.1852 0.01 0.50 0.27
C 4.3109 -2.3058 -1.7818 -0.15 -0.58 0.28
C 4.4568 0.1069 -1.5271 -0.44 -0.02 -0.87
S 3.4633 0.0284 -0.1236 -1.73 0.38 1.48
N 4.9718 1.3085 -1.8762 0.00 -0.47 0.17
C 6.4053 1.5293 -1.9797 0.34 -0.01 -0.15
C 4.2359 2.5076 -1.5309 -0.35 0.38 0.11
H 5.0722 -1.7446 -4.0928 -0.05 0.05 0.03
H 6.5612 -1.2725 -3.2750 -0.05 0.05 -0.02
H 5.4540 -0.0260 -3.9113 -0.03 0.01 0.04
H 5.1000 -3.0384 -1.9480 0.02 0.03 -0.05
H 3.4372 -2.5906 -2.3729 0.01 0.05 -0.04
H 4.0400 -2.3082 -0.7288 0.07 0.01 -0.12
H 6.9456 0.5922 -2.0662 0.01 0.01 -0.04
H 6.7551 2.0382 -1.0748 -0.06 -0.04 -0.05
H 6.6312 2.1662 -2.8367 0.01 -0.10 0.00
H 3.1650 2.3278 -1.6133 0.10 0.08 0.05
H 4.5132 3.2887 -2.2377 0.03 -0.02 -0.06
H 4.4658 2.8587 -0.5200 -0.01 -0.09 -0.03
N 0.9630 -2.0233 0.3530 -0.53 0.14 -0.32
C 0.9317 -3.1823 0.4563 0.20 3.20 -0.30
C 0.8785 -4.5385 0.5578 -0.07 -0.89 0.13
C 1.9295 -5.2862 0.0179 0.06 -0.20 0.00
N 2.8249 -5.8373 -0.4463 0.34 -0.23 -0.18
C -0.2412 -5.0833 1.1946 0.00 -0.20 -0.02
N -1.1899 -5.4537 1.7259 -0.43 -0.22 0.24
```
Positions in Å, forces in eV/Å.

Relative energy (zero: lowest compared OMol25 entry of this formula, charge and spin), kcal/mol: 99.5
<S²>: 0.79
Multiplicity: 2
Energy, eV: -155062.38540
Net charge: +1


Below is a structure of composition C32H30ClFFeIN5O7P, with properties calculated with ωB97M-V/def2-TZVPD.

Structure (XYZ):
```
79
Properties=species:S:1:pos:R:3:forces:R:3
Fe -0.0246 0.1542 -0.3283 0.27 -0.94 -0.65
N -0.4895 1.4551 1.2353 0.64 -0.39 0.06
C -1.5487 2.3582 1.6610 -0.25 0.45 -0.11
C -2.7181 1.6916 2.3746 0.18 0.04 0.49
C -3.9230 1.1651 1.6418 -0.26 -0.44 -0.43
N -3.5932 0.0867 0.7020 0.05 0.12 0.65
H -0.4186 0.7330 1.9479 0.03 -0.15 -0.01
H 0.3955 1.9325 1.3387 0.35 0.13 0.10
H -1.8630 2.9905 0.8281 -0.18 -0.08 -0.11
H -1.1171 3.0300 2.4068 0.03 0.17 -0.03
H -3.1055 2.4342 3.0754 -0.02 0.02 0.11
H -2.3141 0.8832 2.9952 0.03 0.00 0.01
H -4.4055 1.9845 1.0934 0.05 -0.05 -0.07
H -4.6398 0.8551 2.4234 0.06 0.00 -0.19
H -4.4232 -0.3752 0.3725 -0.30 -0.21 0.05
H -2.9684 -0.6137 1.1198 -0.25 0.41 -0.12
Cl -0.5095 3.9646 -6.0101 0.00 0.01 0.01
C 0.0919 3.0363 -4.6569 -0.01 -0.07 0.03
C 1.4386 2.8203 -4.5265 -0.03 -0.05 0.05
C 1.9449 2.0689 -3.4615 0.02 0.03 -0.08
I 3.9939 1.7703 -3.2687 0.00 -0.03 -0.01
C 1.1116 1.5021 -2.4902 0.32 0.05 -0.20
O 1.4917 0.7989 -1.5088 0.08 0.40 0.63
C -0.2896 1.7350 -2.6553 -0.29 0.16 -0.04
N -1.0750 1.1362 -1.7135 -0.57 0.55 0.15
C -2.3781 1.3173 -1.7672 0.01 -0.12 -0.27
C -2.9852 2.0830 -2.7816 0.08 -0.01 -0.04
C -2.2186 2.6598 -3.7535 -0.07 0.01 0.00
C -0.8162 2.4970 -3.7160 -0.02 0.10 -0.06
H 2.1185 3.2348 -5.2576 0.01 0.02 -0.02
H -2.9508 0.7929 -1.0086 0.01 0.18 0.07
H -4.0616 2.1881 -2.7861 -0.02 0.00 0.00
H -2.6643 3.2340 -4.5542 -0.01 0.02 0.00
O -2.0724 -3.0880 1.3801 -0.22 -0.17 0.23
C -1.4469 -2.3641 0.6153 0.03 -0.55 -0.23
O -1.0709 -1.1812 0.8518 -0.07 1.02 0.20
C -1.1287 -2.9187 -0.7794 -0.09 -0.21 -0.16
P -0.1037 -1.7616 -1.7427 0.67 0.05 0.36
C 1.5695 -2.4688 -1.7370 -0.06 -0.24 -0.06
C 2.0816 -2.9631 -0.5381 0.00 -0.09 -0.06
C 3.3909 -3.4095 -0.4687 0.03 -0.03 -0.03
C 4.2094 -3.3537 -1.5893 0.00 -0.01 0.03
C 3.7122 -2.8429 -2.7782 0.01 0.03 -0.01
C 2.3989 -2.4019 -2.8510 0.06 0.08 -0.01
C -0.6754 -2.0383 -3.4590 0.02 0.09 0.00
C -0.4806 -3.2675 -4.0902 0.03 -0.05 0.05
C -0.9523 -3.4872 -5.3730 0.02 -0.04 0.03
C -1.6285 -2.4793 -6.0475 -0.03 0.02 -0.05
C -1.8304 -1.2557 -5.4326 0.00 -0.01 0.00
C -1.3565 -1.0385 -4.1447 0.04 -0.18 -0.12
H -2.0875 -3.0350 -1.2921 0.03 -0.02 -0.02
H -0.6889 -3.9141 -0.6961 -0.02 0.03 0.00
H 1.4703 -2.9657 0.3535 -0.06 -0.04 0.01
H 3.7762 -3.7890 0.4692 0.01 -0.02 0.01
H 5.2343 -3.6979 -1.5303 0.01 0.00 0.00
H 4.3479 -2.7736 -3.6512 0.02 -0.01 -0.02
H 2.0286 -1.9848 -3.7796 -0.01 -0.01 -0.02
H 0.0583 -4.0514 -3.5722 0.00 -0.03 0.00
H -0.7895 -4.4448 -5.8505 0.00 -0.02 0.00
H -1.9938 -2.6506 -7.0521 0.00 0.00 -0.01
H -2.3507 -0.4616 -5.9525 -0.01 0.02 0.00
H -1.5154 -0.0874 -3.6760 -0.09 0.13 0.01
F 5.8082 2.7183 4.3381 -0.07 -0.17 -0.01
C 5.3199 1.4618 4.3065 0.04 0.11 0.00
C 4.7433 0.9715 3.2036 0.04 0.02 0.03
N 4.2618 -0.3119 3.1343 0.01 0.10 0.02
C 3.5540 -0.7359 1.9349 0.15 -0.17 -0.08
C 2.2816 0.0736 1.6675 0.21 0.07 -0.13
O 2.1663 1.1656 2.2441 -0.30 -0.01 -0.12
O 1.5476 -0.4818 0.8104 -0.41 -0.05 0.12
C 4.2910 -1.1465 4.2257 0.12 0.12 0.05
O 3.8592 -2.2777 4.2343 -0.11 -0.25 0.00
N 4.8906 -0.5974 5.3481 0.00 -0.15 0.20
C 5.4289 0.6726 5.5175 -0.01 0.04 -0.10
O 5.9207 1.0197 6.5699 0.05 0.03 0.11
H 4.6272 1.5671 2.3112 0.01 0.01 0.01
H 3.3313 -1.7954 2.0226 -0.01 0.11 0.05
H 4.2057 -0.5963 1.0699 0.01 -0.05 -0.03
H 4.9176 -1.2088 6.1571 0.00 0.15 -0.19
```
Positions in Å, forces in eV/Å.

Relative energy (zero: lowest compared OMol25 entry of this formula, charge and spin), kcal/mol: 17.9
Multiplicity: 1
Energy, eV: -122476.97059
Net charge: -1


Below is a structure of composition C32H31Br2MoN5O7Se, with properties calculated with ωB97M-V/def2-TZVPD.

Structure (XYZ):
```
79
Properties=species:S:1:pos:R:3:forces:R:3
Mo 0.0771 0.0333 0.5866 -0.12 -0.56 0.17
C 0.9588 -2.6748 -3.7978 -0.15 -0.02 0.10
N 0.6119 -1.6386 -2.8429 0.04 -0.17 0.22
C 0.2284 -0.5266 -3.3228 0.04 0.06 0.05
C -0.0680 0.7103 -2.6335 -0.11 -0.07 -0.01
C -0.2885 1.8526 -3.3808 0.04 0.10 0.04
C -0.4283 2.9290 -2.4889 0.05 -0.04 -0.03
C -0.3015 2.3951 -1.2333 -0.04 0.19 0.02
N -0.0919 1.0382 -1.2749 0.07 -0.19 0.08
C 2.4165 -2.6555 -4.2097 0.02 -0.01 0.02
C 2.9040 -3.6906 -5.0045 0.02 -0.04 0.04
C 4.2272 -3.7137 -5.4090 0.02 0.02 0.02
C 5.0905 -2.6942 -5.0238 -0.01 -0.01 -0.03
C 4.6122 -1.6561 -4.2422 0.00 0.00 0.01
C 3.2814 -1.6357 -3.8384 0.01 0.02 0.02
H 0.3354 -2.6239 -4.7013 0.01 0.08 -0.04
H 0.7539 -3.6446 -3.3306 0.01 0.01 -0.06
H 0.1407 -0.4031 -4.4116 -0.04 0.00 -0.03
H -0.3103 1.8815 -4.4588 -0.02 0.01 -0.02
H -0.6091 3.9650 -2.7179 -0.01 0.02 -0.02
H -0.3803 2.9302 -0.2990 0.04 -0.11 -0.22
H 2.2374 -4.4926 -5.3024 -0.01 0.00 0.00
H 4.5885 -4.5271 -6.0245 0.01 -0.01 -0.01
H 6.1248 -2.7069 -5.3414 0.01 -0.01 0.00
H 5.2736 -0.8496 -3.9500 0.00 0.01 0.01
H 2.9120 -0.8179 -3.2344 0.01 0.02 0.03
Br 6.5937 1.6245 -0.2333 0.05 0.01 -0.01
C 4.7851 1.2012 0.0361 -0.07 -0.04 0.00
C 3.8919 2.1878 0.4257 -0.03 -0.02 0.00
C 2.5674 1.8443 0.5874 0.02 -0.02 -0.02
N 2.1418 0.5895 0.3865 0.02 -0.05 0.00
C 3.0116 -0.3723 0.0531 -0.06 -0.03 -0.11
C 4.3513 -0.0962 -0.1561 0.02 0.02 0.06
C 2.3911 -1.6941 -0.0861 -0.17 0.13 -0.01
C 3.0429 -2.8229 -0.4015 0.02 -0.09 -0.17
C 2.2614 -4.0177 -0.6607 0.06 0.14 0.04
Br 3.1690 -5.4859 -1.4229 -0.02 -0.01 -0.01
C 0.9587 -4.0599 -0.4078 -0.07 -0.03 -0.03
C 0.2843 -2.8939 0.2530 0.17 0.11 0.05
N 1.0179 -1.6298 0.0748 -0.07 0.06 0.12
H 4.2070 3.2043 0.6042 0.01 0.01 -0.01
H 1.8376 2.5789 0.9032 0.01 -0.02 -0.05
H 5.0332 -0.8768 -0.4558 0.02 0.00 0.00
H 4.1098 -2.8341 -0.5570 0.01 -0.02 0.00
H 0.3838 -4.9541 -0.6033 -0.01 0.00 0.00
H 0.2110 -3.0770 1.3385 -0.03 -0.04 -0.03
O -2.7684 1.5605 -0.0575 -0.33 -0.63 -0.38
C -4.0406 0.9912 0.1696 0.17 0.09 -0.12
C -4.2127 0.5350 1.6084 -0.07 -0.06 0.06
C -2.9984 -0.2538 2.1085 0.01 0.01 0.04
C -2.6389 -1.4127 1.2247 -0.08 -0.02 0.14
C -3.5229 -2.5392 1.2576 -0.01 0.06 0.01
C -3.2337 -3.6971 0.5348 0.11 0.07 -0.01
C -2.0821 -3.7556 -0.1878 -0.06 -0.09 -0.01
C -1.1529 -2.6099 -0.2503 0.09 0.27 -0.25
N -1.5721 -1.4149 0.4815 0.26 0.06 -0.11
H -2.5996 2.2596 0.5964 -0.14 0.20 0.01
H -4.1072 0.1376 -0.5116 -0.05 -0.03 0.00
H -4.8470 1.6821 -0.1003 0.01 0.01 0.00
H -5.1285 -0.0571 1.6940 -0.02 0.00 -0.01
H -4.3263 1.4013 2.2633 -0.01 0.00 0.00
H -3.2127 -0.6642 3.0986 0.01 0.00 0.00
H -2.1547 0.4141 2.2341 -0.02 -0.07 -0.01
H -4.4037 -2.4698 1.8788 -0.02 0.00 -0.01
H -3.9138 -4.5375 0.5614 0.00 -0.02 -0.01
H -1.8316 -4.6343 -0.7659 -0.01 -0.01 -0.01
H -1.0053 -2.2962 -1.2948 0.01 -0.09 -0.07
C 0.5697 -0.7847 4.7957 0.05 0.03 0.02
C 0.9264 -0.5162 3.3578 -0.18 -0.16 0.02
O 1.9844 -0.0145 3.0260 0.17 0.04 0.11
O -0.0107 -0.8449 2.4946 0.10 0.18 -0.19
H 0.1632 0.1447 5.1994 -0.02 0.00 0.01
H 1.4638 -1.0431 5.3584 0.00 0.02 0.00
H -0.1834 -1.5639 4.8845 0.00 -0.01 -0.01
O 0.4570 3.9982 1.9922 -0.38 -0.09 0.19
Se -0.7721 3.0780 2.4617 0.60 -0.35 0.10
O -2.2002 3.3438 1.7663 0.20 0.34 0.41
O -0.3148 1.5205 1.4606 -0.11 0.67 0.19
O -0.7958 2.4842 3.9469 -0.04 0.20 -0.32
```
Positions in Å, forces in eV/Å.

Relative energy (zero: lowest compared OMol25 entry of this formula, charge and spin), kcal/mol: 85.6
<S²>: 2.05
Multiplicity: 3
Energy, eV: -262754.13977